Record 1
Molecular formula: C41H79ClFN5O35PS9
Method: DFT, ωB97M-V/def2-TZVPD

Each line ends with the Mulliken charge.
Atoms and positions in Å:
C 0.562 2.584 2.527  0.41
C -0.095 1.584 2.475  -0.44
C -0.548 0.179 2.393  -1.28
N -1.867 -0.051 2.951  0.50
C -2.895 0.882 2.863  -1.50
N -3.542 1.100 1.743  0.94
C -3.054 0.353 0.544  -1.04
O -3.917 0.309 -0.532  -0.35
C -3.404 0.865 -1.749  -0.20
C -3.961 0.042 -2.930  -0.57
O -2.871 -0.593 -3.590  -0.45
C -2.872 -2.015 -3.567  0.21
C -1.453 -2.514 -3.746  -1.33
C -4.693 1.987 1.712  1.26
Cl -4.540 3.248 0.436  -0.19
C -6.030 1.249 1.494  -0.39
C -7.087 1.676 2.529  -1.47
N -3.093 1.350 4.112  1.13
C -3.483 2.704 4.459  -1.16
C -2.956 3.766 3.528  0.65
N -3.697 4.767 3.313  -0.72
C -2.386 0.485 5.138  0.45
C -3.407 0.379 6.301  -0.84
C -3.408 -0.913 7.141  -1.35
C -2.379 -1.050 8.267  -0.16
S -2.539 0.273 9.512  -0.29
C -1.017 0.954 5.647  -0.50
C -0.813 2.371 6.166  -1.20
O -1.283 2.575 7.479  -0.30
C -1.583 3.942 7.710  0.10
C -2.105 4.146 9.129  -1.29
C -2.167 -0.758 4.205  0.38
P -3.948 -1.492 3.827  0.54
N -4.246 -2.871 4.519  -0.98
C -1.460 -2.020 4.608  0.64
C 0.024 -1.986 4.980  -1.75
F -1.560 -2.868 3.486  -0.44
H 0.939 3.573 2.396  0.46
H 0.220 -0.476 2.783  0.61
H -0.576 -0.018 1.318  0.56
H -2.112 0.825 0.253  0.46
H -2.800 -0.673 0.809  0.35
H -2.322 0.795 -1.841  0.28
H -3.752 1.884 -1.889  0.20
H -4.723 -0.654 -2.582  0.24
H -4.432 0.716 -3.647  0.41
H -3.460 -2.396 -4.403  0.15
H -3.226 -2.435 -2.623  0.30
H -0.954 -2.029 -4.584  0.32
H -1.446 -3.588 -3.921  0.39
H -0.838 -2.321 -2.865  0.22
H -4.850 2.573 2.601  -0.88
H -6.408 1.382 0.488  0.27
H -5.885 0.175 1.613  0.26
H -7.512 0.821 3.039  0.41
H -6.711 2.359 3.295  0.38
H -7.929 2.172 2.056  0.25
H -4.572 2.798 4.418  -0.15
H -3.249 2.994 5.477  0.75
H -1.973 3.715 3.064  0.21
H -3.199 5.399 2.688  0.41
H -3.297 1.216 6.990  0.48
H -4.417 0.493 5.909  0.84
H -3.371 -1.829 6.558  0.36
H -4.375 -0.937 7.649  0.50
H -1.353 -1.201 7.939  -0.29
H -2.647 -1.958 8.804  0.59
H -1.271 0.314 9.945  0.14
H -0.769 0.287 6.474  -0.26
H -0.202 0.803 4.945  0.21
H -1.202 3.162 5.521  0.55
H 0.273 2.534 6.185  0.53
H -0.668 4.515 7.527  0.41
H -2.345 4.302 7.008  0.07
H -2.077 3.231 9.709  0.18
H -1.570 4.959 9.610  0.37
H -3.151 4.446 9.080  0.35
H -3.986 -1.662 2.426  -0.05
H -4.954 -0.572 4.176  0.07
H -5.079 -2.788 5.092  0.28
H -1.959 -2.571 5.395  0.90
H 0.604 -1.128 4.666  0.26
H 0.085 -2.015 6.069  0.15
H 0.449 -2.934 4.663  0.56
C -10.073 0.286 -1.783  -0.36
C -9.507 1.565 -1.211  -0.01
O -9.951 1.573 0.152  -0.32
S -10.037 0.066 0.695  1.01
O -8.850 -0.220 1.423  -0.44
O -11.317 -0.134 1.259  -0.56
O -9.954 -0.669 -0.717  -0.28
H -11.131 0.393 -2.031  0.29
H -9.531 -0.055 -2.655  0.34
H -9.860 2.451 -1.730  0.34
H -8.413 1.553 -1.214  0.00
C 0.791 7.719 3.700  -0.33
C -0.225 8.407 2.817  -0.36
O -0.213 7.639 1.601  -0.34
S 0.087 6.112 1.929  0.84
O -1.147 5.408 1.994  -0.34
O 1.160 5.663 1.123  -0.57
O 0.611 6.318 3.424  -0.25
H 1.812 7.992 3.428  0.29
H 0.632 7.921 4.755  0.34
H 0.026 9.443 2.615  0.33
H -1.228 8.353 3.244  0.27
C 4.111 -2.739 7.079  -0.34
C 4.432 -2.843 8.553  -0.43
O 3.896 -1.637 9.120  -0.31
S 2.590 -1.198 8.318  1.22
O 1.443 -1.664 9.012  -0.55
O 2.735 0.154 7.923  -0.58
O 2.806 -2.140 7.033  -0.26
H 4.809 -2.078 6.563  0.29
H 4.099 -3.707 6.586  0.32
H 5.498 -2.912 8.747  0.33
H 3.922 -3.691 9.015  0.29
C 2.344 -0.151 -3.990  -0.27
C 2.201 -0.539 -2.535  -0.11
O 3.094 -1.646 -2.366  -0.32
S 4.359 -1.460 -3.334  1.16
O 5.426 -0.897 -2.593  -0.57
O 4.512 -2.645 -4.096  -0.58
O 3.739 -0.320 -4.269  -0.31
H 1.780 -0.823 -4.639  0.24
H 2.040 0.874 -4.181  0.34
H 1.185 -0.826 -2.280  0.08
H 2.529 0.267 -1.874  0.29
C -6.105 -5.278 -6.117  -0.32
C -5.491 -5.653 -4.786  -0.36
O -5.467 -4.420 -4.047  -0.26
S -6.726 -3.525 -4.464  1.13
O -7.752 -3.713 -3.505  -0.56
O -6.255 -2.235 -4.823  -0.52
O -7.124 -4.321 -5.787  -0.30
H -5.378 -4.793 -6.771  0.28
H -6.540 -6.130 -6.631  0.32
H -4.488 -6.057 -4.885  0.32
H -6.117 -6.364 -4.243  0.28
C 8.515 -2.696 -5.037  -0.30
C 7.323 -3.327 -5.719  0.02
O 7.393 -2.861 -7.073  -0.31
S 8.930 -2.678 -7.494  1.12
O 9.360 -3.817 -8.208  -0.52
O 9.089 -1.366 -8.014  -0.55
O 9.558 -2.734 -6.019  -0.34
H 8.320 -1.652 -4.783  0.29
H 8.817 -3.233 -4.142  0.32
H 6.383 -3.039 -5.260  -0.04
H 7.404 -4.417 -5.730  0.28
C 8.950 0.958 -10.536  -0.01
C 8.423 2.351 -10.279  -0.35
O 7.827 2.743 -11.523  -0.32
S 7.214 1.451 -12.251  1.06
O 5.826 1.382 -11.971  -0.54
O 7.712 1.412 -13.576  -0.54
O 7.959 0.343 -11.371  -0.22
H 9.893 0.985 -11.086  0.23
H 9.083 0.389 -9.621  0.12
H 9.205 3.049 -9.995  0.32
H 7.644 2.347 -9.514  0.30
C 14.374 -3.169 -9.483  -0.32
C 14.076 -3.766 -10.842  -0.38
O 13.058 -4.739 -10.589  -0.32
S 12.123 -4.240 -9.379  1.17
O 10.966 -3.624 -9.905  -0.45
O 12.057 -5.278 -8.419  -0.56
O 13.101 -3.085 -8.834  -0.30
H 15.017 -3.825 -8.893  0.29
H 14.827 -2.184 -9.551  0.30
H 14.946 -4.235 -11.293  0.31
H 13.670 -3.017 -11.527  0.27

Output
**ΔE to the lowest compared entry with this formula, charge and spin**: 0.0 kcal per mole
**DFT total energy**: -244936.8014 eV
**Net charge**: +1
**LUMO**: -2.563 eV
**Frontier orbital gap**: 8.04 eV

=====

Record 2
Molecular formula: C41H79F6N13O9S2
Method: DFT, ωB97M-V/def2-TZVPD

Each line ends with the Mulliken charge.
Atoms and positions in Å:
C 0.735 20.266 14.709  -1.15
C 2.137 20.738 14.369  0.63
O 3.208 20.124 14.358  -0.43
N 2.029 22.241 14.014  -0.15
H 1.143 22.569 14.372  0.37
H 2.721 22.713 14.579  0.37
C 2.186 22.514 12.506  -0.75
H 0.715 19.176 14.697  0.33
H -0.081 20.665 14.106  0.39
H 0.481 20.562 15.727  0.38
H 1.191 22.481 12.064  0.32
H 2.704 21.713 11.978  0.33
H 2.783 23.391 12.256  0.37
C -0.683 6.530 11.198  -0.96
C 0.271 6.126 12.275  0.51
O 1.019 5.172 12.116  -0.45
N 0.507 7.104 13.388  -0.17
H -0.311 7.652 13.612  0.38
H 0.704 6.453 14.135  0.38
C 1.837 7.885 13.260  -0.75
H -0.555 5.825 10.377  0.30
H -0.219 7.479 10.928  0.34
H -1.688 6.736 11.565  0.38
H 2.509 7.078 12.967  0.34
H 1.877 8.297 14.268  0.35
H 1.641 8.684 12.545  0.34
C 12.223 16.568 3.823  -1.09
C 12.791 17.170 2.576  0.64
O 12.201 17.318 1.551  -0.38
N 14.303 17.365 2.752  -0.17
H 14.633 17.208 3.694  0.37
H 14.742 16.855 1.999  0.34
C 14.532 18.929 2.541  -0.84
H 11.769 17.254 4.539  0.32
H 12.920 15.903 4.332  0.37
H 11.424 15.857 3.613  0.33
H 14.012 19.427 3.359  0.39
H 14.154 19.291 1.584  0.36
H 15.578 19.147 2.755  0.35
C 10.134 12.110 16.381  -1.26
C 8.957 11.381 17.001  -0.22
N 8.081 12.268 17.740  0.23
C 7.603 13.511 17.292  -0.35
C 6.628 13.885 18.237  -0.36
N 6.418 12.890 19.119  0.12
C 7.246 11.844 18.723  -0.24
C 5.341 12.778 20.121  -0.79
H 10.718 12.466 17.230  0.39
H 9.848 13.102 16.034  0.31
H 10.764 11.515 15.720  0.35
H 9.486 10.716 17.683  0.33
H 8.417 10.956 16.155  0.31
H 7.858 14.014 16.371  0.41
H 6.042 14.789 18.160  0.38
H 7.265 10.908 19.261  0.39
H 4.800 11.837 20.215  0.34
H 4.641 13.594 19.945  0.31
H 5.831 12.970 21.075  0.36
C 17.934 4.325 10.057  -0.93
C 18.067 5.675 10.882  -0.66
N 17.359 6.793 10.135  0.18
C 17.872 7.480 9.079  -0.29
C 16.948 8.425 8.610  -0.43
N 15.808 8.328 9.403  0.13
C 16.037 7.260 10.328  -0.13
C 14.570 9.122 9.272  -0.83
H 18.260 4.459 9.026  0.34
H 16.897 3.998 10.138  0.30
H 18.406 3.513 10.610  0.36
H 19.132 5.894 10.954  0.33
H 17.825 5.641 11.944  0.39
H 18.810 7.109 8.693  0.43
H 16.960 9.256 7.920  0.45
H 15.360 6.890 11.085  0.37
H 13.760 8.869 9.956  0.30
H 14.190 8.993 8.259  0.36
H 14.711 10.183 9.476  0.34
C 15.996 22.771 9.389  -0.95
C 15.928 22.612 10.980  -0.63
N 14.532 22.646 11.398  0.09
C 13.704 23.745 11.505  -0.38
C 12.426 23.312 11.605  -0.31
N 12.418 21.900 11.584  0.13
C 13.743 21.537 11.323  -0.16
C 11.229 21.108 11.616  -0.75
H 16.589 21.997 8.901  0.33
H 16.467 23.723 9.143  0.30
H 15.003 22.652 8.957  0.33
H 16.280 23.480 11.537  0.39
H 16.380 21.739 11.450  0.43
H 14.099 24.742 11.382  0.43
H 11.467 23.808 11.584  0.43
H 14.050 20.512 11.176  0.39
H 10.425 21.733 12.004  0.27
H 11.470 20.198 12.166  0.30
H 11.108 20.909 10.551  0.39
C 5.558 3.782 7.437  -1.01
C 6.791 4.048 8.276  -0.45
N 7.757 2.836 8.569  0.12
C 9.067 2.792 8.189  -0.28
C 9.569 1.508 8.691  -0.15
N 8.596 0.889 9.323  0.14
C 7.433 1.710 9.338  -0.26
C 8.735 -0.300 10.135  -0.88
H 5.126 4.658 6.953  0.35
H 4.776 3.339 8.054  0.31
H 5.937 3.074 6.700  0.32
H 6.440 4.379 9.253  0.31
H 7.369 4.868 7.850  0.36
H 9.646 3.665 7.927  0.34
H 10.621 1.269 8.724  0.37
H 6.525 1.487 9.878  0.39
H 9.776 -0.550 10.340  0.34
H 8.279 -1.224 9.777  0.33
H 8.408 -0.174 11.167  0.37
C 1.935 16.598 1.992  -1.21
C 2.744 15.441 2.730  -0.23
N 3.721 14.770 1.869  0.18
C 4.457 15.273 0.848  -0.13
C 5.484 14.327 0.478  -0.59
N 5.088 13.134 1.167  0.16
C 4.038 13.444 1.966  -0.12
C 5.570 11.845 0.995  -0.89
H 2.675 17.247 1.526  0.37
H 1.494 17.146 2.825  0.37
H 1.175 16.376 1.242  0.34
H 1.927 14.746 2.927  0.30
H 3.302 15.832 3.580  0.30
H 4.183 16.266 0.524  0.34
H 6.368 14.406 -0.138  0.43
H 3.491 12.797 2.636  0.34
H 4.965 11.096 1.506  0.31
H 6.579 11.717 1.389  0.34
H 5.569 11.566 -0.058  0.37
C 4.772 14.531 10.155  0.60
F 4.620 14.419 11.434  -0.21
F 3.705 14.141 9.398  -0.22
F 5.087 15.782 9.939  -0.21
S 6.371 13.420 9.703  1.02
O 7.594 14.075 10.244  -0.64
O 6.155 12.033 10.281  -0.67
O 6.290 13.466 8.216  -0.66
C 6.187 22.873 5.362  0.59
F 5.111 23.728 5.265  -0.23
F 5.967 21.879 6.242  -0.22
F 6.407 22.365 4.104  -0.24
S 7.597 23.944 5.849  1.09
O 7.242 24.196 7.238  -0.68
O 8.760 23.069 5.643  -0.69
O 7.556 25.156 5.007  -0.63

Output
**DFT total energy**: -119509.0702 eV
**Net charge**: +6
**LUMO**: -9.100 eV
**Frontier orbital gap**: 3.98 eV